No. 1
14 unconnected molecules or ions with the total composition C43H96F3N13O15 in a non-equilibrium geometry, computed with ωB97M-V/def2-TZVPD.

```
170
C43H96F3N13O15 | the Open Molecules 2025 dataset | ωB97M-V/def2-TZVPD
C -6.13 -10.20 24.02
C -4.86 -11.13 23.99
O -4.95 -12.32 24.38
N -3.75 -10.57 23.62
C -2.54 -11.33 23.63
H -6.31 -9.80 25.01
H -6.96 -10.79 23.62
H -6.03 -9.38 23.30
H -3.87 -9.57 23.58
H -2.07 -11.27 24.62
H -1.90 -10.76 22.96
H -2.53 -12.37 23.31
C -3.12 -6.32 16.81
C -2.80 -7.51 17.70
O -3.50 -7.76 18.69
N -1.83 -8.29 17.26
C -1.47 -9.52 17.94
H -2.23 -5.86 16.38
H -3.63 -5.50 17.31
H -3.75 -6.56 15.95
H -1.45 -8.01 16.37
H -0.47 -9.78 17.59
H -2.20 -10.31 17.77
H -1.46 -9.40 19.02
C 0.13 -18.28 20.72
C 0.70 -18.32 22.13
O 1.74 -18.91 22.31
N -0.04 -17.68 23.03
C 0.46 -17.44 24.37
H -0.90 -17.94 20.76
H 0.06 -19.33 20.41
H 0.68 -17.67 20.01
H -0.97 -17.35 22.82
H 0.28 -16.39 24.56
H 1.55 -17.53 24.44
H 0.06 -18.14 25.10
C 1.52 -12.19 26.92
C 1.39 -10.71 26.62
O 1.89 -9.85 27.31
N 0.75 -10.36 25.49
C 0.57 -9.03 25.05
H 2.57 -12.46 27.02
H 1.15 -12.80 26.09
H 1.00 -12.50 27.82
H 0.64 -10.95 24.67
H 0.08 -8.90 24.09
H 1.58 -8.62 25.01
H 0.02 -8.50 25.82
C 4.45 -11.04 20.42
C 4.70 -11.20 21.95
O 5.83 -11.04 22.44
N 3.65 -11.55 22.72
C 3.77 -11.78 24.16
H 5.39 -10.70 20.00
H 3.70 -10.26 20.36
H 4.16 -12.01 20.01
H 2.71 -11.62 22.37
H 3.80 -10.83 24.70
H 4.58 -12.48 24.38
H 2.84 -12.30 24.38
C 2.64 -16.63 17.85
C 3.16 -15.72 18.96
O 2.71 -15.88 20.12
N 3.98 -14.77 18.69
C 4.16 -14.12 17.38
H 3.40 -16.96 17.14
H 1.92 -16.00 17.33
H 2.02 -17.41 18.29
H 4.46 -14.31 19.45
H 5.12 -13.60 17.39
H 3.41 -13.36 17.20
H 4.19 -14.86 16.58
C 4.34 -16.29 26.82
C 3.36 -15.73 25.82
O 2.25 -15.47 26.25
N 3.78 -15.55 24.55
C 2.98 -15.00 23.46
H 4.36 -15.57 27.63
H 5.35 -16.46 26.43
H 4.01 -17.24 27.24
H 4.77 -15.71 24.41
H 3.59 -14.53 22.69
H 2.23 -14.35 23.90
H 2.44 -15.77 22.90
C -0.54 -7.71 21.24
C 0.89 -8.15 21.04
O 1.15 -9.17 20.37
N 1.79 -7.51 21.67
C 3.22 -7.70 21.52
H -1.13 -8.59 20.97
H -0.85 -6.88 20.60
H -0.71 -7.34 22.25
H 1.43 -6.82 22.31
H 3.59 -8.38 22.28
H 3.76 -6.76 21.63
H 3.46 -8.09 20.53
C -4.60 -15.19 23.04
C -3.74 -16.42 22.67
O -2.55 -16.30 22.51
N -4.39 -17.65 22.59
C -3.70 -18.89 22.45
H -4.19 -14.23 22.72
H -4.86 -15.13 24.10
H -5.53 -15.41 22.53
H -5.38 -17.68 22.77
H -4.27 -19.61 23.03
H -2.65 -18.85 22.73
H -3.81 -19.11 21.38
C -0.36 -10.55 14.96
C 0.37 -11.86 15.35
O 1.58 -11.99 15.22
N -0.37 -12.80 15.99
C 0.10 -14.13 16.38
H -0.12 -9.77 15.68
H -1.41 -10.83 14.92
H 0.04 -10.21 14.00
H -1.31 -12.50 16.21
H 0.19 -14.10 17.46
H 1.06 -14.27 15.89
H -0.55 -14.92 16.00
C 1.49 -6.97 17.67
C 2.39 -8.02 16.99
O 3.06 -7.76 16.00
N 2.40 -9.14 17.65
C 3.20 -10.29 17.15
H 0.67 -7.40 18.25
H 1.17 -6.23 16.93
H 2.15 -6.47 18.38
H 1.87 -9.16 18.51
H 3.11 -10.46 16.08
H 2.91 -11.21 17.66
H 4.19 -10.03 17.51
C 0.11 -15.48 28.91
C -0.89 -14.95 27.88
O -2.09 -14.76 28.17
N -0.45 -14.84 26.63
C -1.39 -14.50 25.50
H 0.25 -16.55 28.80
H -0.32 -15.25 29.89
H 1.12 -15.07 28.84
H 0.54 -14.96 26.47
H -1.96 -15.37 25.16
H -0.85 -14.19 24.60
H -2.08 -13.69 25.70
C -0.16 -14.01 21.76
C 0.29 -12.53 21.95
O 0.37 -11.99 23.07
N 0.64 -11.82 20.88
C 0.73 -12.29 19.53
H -0.52 -14.52 22.66
H 0.68 -14.60 21.41
H -0.92 -14.03 20.98
H 0.83 -10.84 20.98
H -0.23 -12.76 19.33
H 1.53 -13.03 19.43
H 0.83 -11.45 18.84
C -6.79 -17.57 18.36
C -6.14 -17.10 19.68
O -5.05 -16.24 19.53
C -3.87 -16.64 18.98
O -3.57 -17.80 18.75
C -2.81 -15.56 19.03
F -3.17 -14.47 19.73
F -1.68 -16.05 19.56
F -2.51 -15.17 17.77
H -6.12 -18.19 17.76
H -7.05 -16.67 17.81
H -7.70 -18.14 18.50
H -5.92 -17.83 20.47
H -6.84 -16.41 20.16
```

Computed properties:
LUMO (eV): 0.04
Net charge: 0
HOMO-LUMO gap (eV): 8.7
HOMO level (eV): -8.7

No. 2
9 unconnected molecules or ions with the total composition C43H98F6N9O13S6 in a non-equilibrium geometry, computed with ωB97M-V/def2-TZVPD.

```
175
C43H98F6N9O13S6 | the Open Molecules 2025 dataset | ωB97M-V/def2-TZVPD
C 0.06 -1.77 5.61
C 0.32 -0.42 6.16
O -0.41 0.30 6.74
N 1.81 0.06 6.04
H 1.90 1.00 6.43
H 2.33 -0.65 6.56
C 2.25 0.14 4.60
H 0.42 -2.47 6.37
H 0.68 -2.01 4.75
H -1.00 -1.86 5.42
H 3.15 0.75 4.56
H 1.55 0.77 4.05
H 2.38 -0.84 4.17
C 3.88 -2.98 1.53
C 3.27 -3.32 0.17
C 2.14 -4.31 0.29
N 1.35 -4.51 -0.97
C 0.34 -3.43 -1.11
C 0.64 -5.85 -0.90
C 0.32 -6.18 -2.35
C 1.32 -5.36 -3.20
C 2.23 -4.67 -2.18
H 4.44 -3.83 1.93
H 3.11 -2.81 2.28
H 4.52 -2.10 1.49
H 4.07 -3.70 -0.46
H 3.00 -2.39 -0.35
H 1.45 -3.99 1.08
H 2.53 -5.28 0.58
H -0.29 -3.69 -1.96
H 0.78 -2.45 -1.28
H -0.27 -3.47 -0.21
H -0.17 -5.80 -0.18
H 1.40 -6.53 -0.50
H -0.70 -5.86 -2.60
H 0.36 -7.26 -2.52
H 0.80 -4.73 -3.91
H 1.96 -6.02 -3.79
H 2.62 -3.68 -2.41
H 3.05 -5.33 -1.92
C 1.34 5.67 0.79
C -0.01 4.99 0.97
C -0.09 4.44 2.37
N -1.43 3.86 2.72
C -2.37 4.93 3.17
C -2.08 3.16 1.55
C -3.12 2.21 2.15
C -2.67 1.94 3.60
C -1.39 2.78 3.77
H 1.43 6.06 -0.23
H 2.16 4.96 0.91
H 1.45 6.53 1.45
H 0.05 4.16 0.27
H -0.80 5.69 0.67
H 0.22 5.14 3.15
H 0.59 3.57 2.36
H -2.31 5.73 2.43
H -2.08 5.32 4.14
H -3.39 4.55 3.18
H -2.48 3.87 0.84
H -1.26 2.62 1.08
H -4.03 2.81 2.22
H -3.28 1.32 1.56
H -3.40 2.23 4.35
H -2.32 0.93 3.76
H -1.22 3.22 4.75
H -0.54 2.17 3.48
C -3.46 -4.53 -1.45
C -3.54 -3.49 -0.33
C -4.96 -3.31 0.15
N -5.12 -2.44 1.37
C -4.48 -3.13 2.51
C -6.62 -2.27 1.58
C -6.72 -1.15 2.58
C -5.61 -0.17 2.13
C -4.72 -1.02 1.16
H -4.13 -4.27 -2.28
H -3.77 -5.49 -1.02
H -2.44 -4.70 -1.79
H -3.16 -2.51 -0.67
H -2.85 -3.79 0.46
H -5.53 -4.22 0.31
H -5.51 -2.78 -0.64
H -4.46 -2.51 3.40
H -3.43 -3.29 2.26
H -4.96 -4.09 2.69
H -7.09 -3.23 1.80
H -6.99 -1.97 0.60
H -6.56 -1.50 3.60
H -7.72 -0.71 2.51
H -5.12 0.20 3.02
H -6.02 0.63 1.52
H -3.66 -0.85 1.29
H -5.05 -0.80 0.15
C -1.66 -3.21 -5.25
C -0.95 -1.94 -4.81
C -1.89 -0.75 -4.80
N -1.23 0.58 -4.50
C -0.21 0.93 -5.51
C -0.62 0.59 -3.11
C -1.78 0.81 -2.17
C -2.61 1.85 -2.93
C -2.30 1.62 -4.42
H -1.77 -3.24 -6.34
H -2.64 -3.26 -4.78
H -1.12 -4.10 -4.95
H -0.02 -1.71 -5.34
H -0.55 -2.08 -3.79
H -2.67 -0.83 -4.04
H -2.37 -0.61 -5.76
H 0.71 0.39 -5.27
H 0.03 1.98 -5.43
H -0.56 0.65 -6.50
H 0.10 1.41 -3.06
H -0.04 -0.31 -2.98
H -1.41 1.22 -1.24
H -2.36 -0.10 -1.97
H -2.23 2.86 -2.73
H -3.67 1.86 -2.70
H -1.98 2.55 -4.87
H -3.18 1.39 -5.02
C 5.03 2.71 2.59
C 5.00 3.70 1.43
C 5.84 3.17 0.29
N 5.68 3.93 -1.00
C 5.76 5.40 -0.86
C 6.77 3.45 -1.97
C 6.04 2.80 -3.15
C 4.69 3.52 -3.18
C 4.37 3.57 -1.71
H 4.19 2.01 2.50
H 4.92 3.17 3.58
H 5.92 2.09 2.59
H 5.41 4.68 1.73
H 3.96 3.88 1.16
H 5.54 2.14 0.08
H 6.90 3.21 0.52
H 5.58 5.85 -1.83
H 6.78 5.65 -0.56
H 4.95 5.77 -0.24
H 7.36 4.29 -2.32
H 7.41 2.72 -1.49
H 6.58 3.00 -4.08
H 5.99 1.72 -3.02
H 4.78 4.52 -3.59
H 3.99 2.90 -3.73
H 3.61 4.28 -1.40
H 4.05 2.61 -1.30
N 0.45 0.88 1.39
S -0.03 -0.68 1.47
O 0.92 -1.63 1.92
O -1.02 -1.03 0.52
F -0.87 -0.45 2.83
S 1.70 0.82 0.43
O 1.36 0.32 -0.87
O 2.94 0.42 0.99
F 1.92 2.38 0.20
N -0.24 -5.97 2.36
S -0.70 -4.61 3.11
O -1.45 -4.65 4.31
O -1.01 -3.57 2.17
F 0.77 -4.26 3.65
S -1.65 -6.73 2.25
O -2.57 -5.97 1.43
O -2.12 -7.39 3.40
F -1.23 -7.91 1.27
N 0.03 3.99 -4.22
S 0.30 4.79 -2.91
O -0.79 5.46 -2.29
O 1.60 5.34 -2.74
F 0.43 3.44 -1.95
S -0.79 5.07 -5.13
O -0.15 6.33 -5.25
O -2.20 5.04 -4.97
F -0.60 4.36 -6.53
```

Computed properties:
LUMO (eV): -6.33
Net charge: +3
HOMO-LUMO gap (eV): 8.5
HOMO level (eV): -14.9

No. 3
A molecular structure, C43H99AlF3IN2O2P in a non-equilibrium geometry, computed with ωB97M-V/def2-TZVPD.

```
152
C43H99AlF3IN2O2P | the Open Molecules 2025 dataset | ωB97M-V/def2-TZVPD
C -0.10 -0.20 -1.58
C -0.14 -0.98 -2.88
N -0.37 -2.41 -2.58
C -0.79 -3.13 -3.81
C -2.29 -3.08 -4.06
Al -3.45 -3.04 -2.41
I -5.50 -4.59 -2.91
P -4.38 -0.90 -1.97
N -3.30 0.30 -2.74
O -4.27 -0.61 -0.31
C -2.61 -3.80 -0.69
F -1.76 -4.82 -0.82
F -2.02 -2.89 0.09
F -3.59 -4.28 0.10
C 0.92 -2.96 -2.18
C 1.09 -3.34 -0.74
O 1.79 -3.12 -2.94
H -0.88 -0.62 -0.95
H 0.86 -0.37 -1.11
H -0.29 0.85 -1.74
H -0.93 -0.61 -3.52
H 0.79 -0.87 -3.44
H -0.29 -2.66 -4.67
H -0.42 -4.15 -3.79
H -2.56 -3.94 -4.66
H -2.51 -2.20 -4.67
H -3.73 1.20 -2.51
H -3.51 0.19 -3.73
H -3.39 -0.30 -0.05
H 1.78 -2.66 -0.27
H 1.51 -4.34 -0.68
H 0.12 -3.34 -0.26
C -4.05 -8.68 -2.98
C -5.49 -8.68 -2.47
C -5.88 -9.96 -1.73
C -5.82 -11.24 -2.57
C -6.68 -11.23 -3.82
C -8.17 -11.09 -3.53
H -3.88 -9.48 -3.71
H -3.83 -7.73 -3.47
H -3.35 -8.81 -2.15
H -6.18 -8.51 -3.31
H -5.62 -7.84 -1.80
H -6.88 -9.84 -1.32
H -5.21 -10.08 -0.87
H -6.12 -12.09 -1.94
H -4.78 -11.44 -2.86
H -6.52 -12.17 -4.36
H -6.36 -10.43 -4.50
H -8.52 -11.90 -2.89
H -8.75 -11.13 -4.46
H -8.40 -10.15 -3.04
C -7.10 -3.80 6.12
C -6.06 -4.25 5.09
C -5.24 -3.10 4.51
C -6.06 -2.06 3.74
C -6.86 -2.61 2.57
C -5.99 -3.23 1.48
H -7.84 -3.14 5.68
H -7.63 -4.66 6.53
H -6.62 -3.28 6.95
H -6.56 -4.81 4.29
H -5.37 -4.95 5.57
H -4.47 -3.51 3.87
H -4.72 -2.59 5.33
H -5.37 -1.29 3.37
H -6.74 -1.54 4.43
H -7.43 -1.78 2.13
H -7.60 -3.34 2.92
H -5.28 -2.51 1.09
H -6.61 -3.57 0.65
H -5.44 -4.09 1.85
C 4.17 5.82 -1.51
C 4.06 4.83 -0.36
C 3.71 3.41 -0.81
C 2.36 3.26 -1.50
C 1.16 3.73 -0.67
C 0.96 2.94 0.62
H 3.22 5.93 -2.04
H 4.46 6.80 -1.14
H 4.93 5.49 -2.23
H 3.33 5.19 0.37
H 5.02 4.79 0.17
H 3.75 2.74 0.06
H 4.49 3.05 -1.49
H 2.21 2.21 -1.76
H 2.37 3.81 -2.44
H 0.26 3.63 -1.29
H 1.25 4.80 -0.44
H 0.83 1.88 0.40
H 0.08 3.29 1.14
H 1.81 3.05 1.29
C 6.43 4.04 -4.63
C 7.42 4.14 -3.48
C 8.87 4.31 -3.94
C 9.43 3.14 -4.75
C 9.39 1.78 -4.05
C 10.21 1.73 -2.77
H 6.61 3.16 -5.25
H 5.41 3.96 -4.25
H 6.48 4.92 -5.27
H 7.32 3.27 -2.83
H 7.15 5.01 -2.87
H 9.50 4.47 -3.06
H 8.95 5.22 -4.54
H 10.47 3.37 -5.01
H 8.90 3.07 -5.70
H 9.77 1.03 -4.74
H 8.35 1.51 -3.83
H 11.26 1.97 -2.97
H 10.17 0.74 -2.33
H 9.84 2.44 -2.02
C -3.46 3.00 6.13
C -4.89 3.23 6.59
C -5.22 2.53 7.91
C -5.12 1.01 7.87
C -6.00 0.33 6.82
C -7.49 0.56 7.03
H -3.26 1.94 5.93
H -3.26 3.55 5.20
H -2.74 3.34 6.88
H -5.58 2.91 5.81
H -5.05 4.30 6.72
H -6.23 2.82 8.22
H -4.55 2.90 8.69
H -5.39 0.62 8.86
H -4.08 0.71 7.71
H -5.80 -0.75 6.86
H -5.71 0.65 5.82
H -7.80 0.20 8.02
H -8.07 0.02 6.28
H -7.75 1.61 6.96
C 10.84 7.08 -0.50
C 9.48 6.47 -0.18
C 8.34 7.10 -0.98
C 8.10 8.59 -0.72
C 7.82 8.95 0.74
C 6.55 8.31 1.29
H 10.88 8.14 -0.24
H 11.63 6.57 0.07
H 11.08 6.98 -1.56
H 9.28 6.55 0.89
H 9.51 5.40 -0.41
H 7.42 6.54 -0.77
H 8.53 6.96 -2.05
H 7.26 8.91 -1.34
H 8.96 9.16 -1.07
H 7.72 10.04 0.80
H 8.67 8.68 1.37
H 5.68 8.59 0.69
H 6.37 8.63 2.31
H 6.62 7.22 1.29
```

Computed properties:
LUMO (eV): 1.88
Net charge: -1
HOMO-LUMO gap (eV): 5.9
HOMO level (eV): -4.0